# 1
{
  "formula": "C21H26BNO6",
  "method": "ωB97M-V/def2-TZVPD",
  "energy_ev": -36642.0908,
  "de_lowest_kj_mol": 1154.4,
  "largest_force_ev_per_a": 4.664,
  "lumo_ha": -0.0597,
  "symbols": ["C", "O", "B", "O", "C", "C", "C", "C", "C", "C", "C", "O", "C", "C", "C", "C", "C", "C", "C", "O", "H", "H", "H", "H", "H", "H", "H", "H", "H", "H", "H", "C", "O", "C", "C", "N", "C", "C", "O", "C", "H", "H", "H", "H", "H", "H", "H", "H", "H", "H", "H", "H", "H", "H", "H"],
  "coordinates": [[2.111, 1.002, 3.808], [2.268, 2.390, 3.399], [1.207, 2.816, 2.529], [1.415, 3.410, 1.215], [-0.332, 2.657, 3.028], [-0.939, 3.884, 3.816], [-2.400, 3.832, 4.337], [-3.200, 2.522, 4.089], [-2.603, 1.298, 3.308], [-1.130, 1.366, 2.734], [-0.633, 0.109, 1.921], [0.273, 0.074, 1.049], [-1.407, -1.283, 2.195], [-0.650, -2.602, 1.801], [-1.284, -4.023, 1.962], [-2.753, -4.092, 2.536], [-3.495, -2.766, 2.951], [-2.843, -1.374, 2.780], [-3.555, 0.022, 3.140], [-4.802, 0.093, 3.319], [3.005, 0.740, 4.492], [1.164, 0.793, 4.412], [2.094, 0.309, 2.880], [0.987, 2.809, 0.550], [-0.277, 4.817, 3.958], [-2.797, 4.761, 4.869], [-4.279, 2.494, 4.481], [0.412, -2.508, 1.367], [-0.738, -4.997, 1.693], [-3.236, -5.116, 2.633], [-4.556, -2.876, 3.346], [0.187, 0.729, -6.048], [1.554, 0.518, -5.736], [2.057, 1.413, -4.741], [2.322, 0.674, -3.428], [1.074, 0.278, -2.774], [1.251, -0.664, -1.666], [1.868, -2.035, -1.986], [1.040, -2.877, -2.782], [1.117, -2.637, -4.178], [-0.051, 0.145, -6.940], [-0.458, 0.381, -5.235], [-0.017, 1.783, -6.259], [1.399, 2.276, -4.593], [3.012, 1.791, -5.119], [2.887, 1.329, -2.754], [2.943, -0.196, -3.660], [0.470, -0.154, -3.460], [0.256, -0.835, -1.244], [1.843, -0.178, -0.882], [1.991, -2.560, -1.033], [2.873, -1.958, -2.415], [2.114, -2.316, -4.493], [0.366, -1.902, -4.475], [0.876, -3.568, -4.696]]
}

=====

# 2
{
  "formula": "C21H26BrN2O4",
  "method": "ωB97M-V/def2-TZVPD",
  "energy_ev": -103382.5303,
  "largest_force_ev_per_a": 17.346,
  "total_charge": 1,
  "lumo_ha": -0.1286,
  "symbols": ["C", "H", "H", "H", "O", "C", "C", "C", "C", "C", "C", "C", "N", "H", "C", "H", "H", "C", "N", "C", "O", "C", "C", "C", "C", "C", "C", "H", "O", "C", "H", "H", "H", "O", "C", "H", "H", "H", "H", "H", "C", "C", "H", "H", "H", "H", "H", "H", "H", "H", "H", "Br", "H", "H"],
  "coordinates": [[0.244, -1.703, -3.332], [0.345, -2.603, -3.917], [0.798, -0.933, -3.563], [-0.822, -1.422, -3.673], [0.113, -2.058, -2.175], [1.377, -2.498, -1.389], [2.721, -2.676, -2.000], [3.500, -3.300, -1.246], [3.401, -3.571, 0.126], [2.210, -3.231, 0.705], [1.123, -2.840, 0.237], [-0.219, -2.731, 0.794], [-0.189, -1.373, 1.366], [0.648, -1.417, 2.274], [-0.049, -0.180, 0.731], [0.398, 0.740, 1.514], [0.945, -0.147, -0.022], [-1.135, 0.301, -0.022], [-2.513, 0.389, 0.944], [-2.686, 1.596, 1.570], [-3.238, 1.443, 2.584], [-2.545, 2.761, 0.811], [-2.474, 4.007, 1.401], [-2.320, 5.206, 0.643], [-2.910, 4.967, -0.771], [-3.018, 3.960, -1.472], [-2.891, 2.777, -0.890], [-3.300, 1.814, -1.087], [-3.052, 3.710, -2.784], [-3.532, 4.832, -3.673], [-4.498, 5.279, -3.166], [-3.935, 4.171, -4.648], [-2.763, 5.469, -3.812], [-2.610, 6.246, -1.740], [-2.438, 7.504, -1.058], [-3.348, 7.750, -0.082], [-1.649, 7.513, -0.570], [-2.360, 8.406, -1.701], [-2.271, 6.078, 1.081], [-2.222, 3.980, 2.507], [-2.502, -0.683, 1.596], [-1.130, -1.189, 2.616], [-1.085, -0.474, 3.156], [-1.417, -2.161, 2.869], [-2.868, -1.790, 0.973], [-3.510, -0.558, 2.221], [-1.409, -0.367, -0.879], [-1.070, 1.380, -0.626], [-0.517, -3.478, 1.427], [-0.874, -2.562, 0.076], [2.056, -3.516, 1.830], [4.855, -4.129, 1.162], [4.317, -3.300, -1.715], [2.689, -2.410, -3.054]]
}

=====

# 3
{
  "formula": "C21H26ClNO3",
  "method": "ωB97M-V/def2-TZVPD",
  "energy_ev": -42354.3364,
  "de_lowest_kj_mol": 0.0,
  "largest_force_ev_per_a": 0.603,
  "lumo_ha": 0.0228,
  "symbols": ["O", "C", "C", "C", "C", "O", "C", "C", "C", "C", "C", "C", "C", "C", "N", "C", "C", "C", "C", "Cl", "C", "C", "C", "O", "C", "C", "H", "H", "H", "H", "H", "H", "H", "H", "H", "H", "H", "H", "H", "H", "H", "H", "H", "H", "H", "H", "H", "H", "H", "H", "H", "H"],
  "coordinates": [[0.734, 2.395, 0.744], [1.312, 1.275, 0.102], [0.558, 0.001, 0.525], [0.566, -0.104, 2.064], [1.919, -0.382, 2.730], [2.889, 0.628, 2.548], [2.743, 1.834, 3.166], [1.820, 2.128, 4.164], [1.790, 3.395, 4.722], [2.666, 4.378, 4.302], [3.592, 4.085, 3.313], [3.631, 2.827, 2.749], [1.191, -1.243, -0.113], [0.908, -1.361, -1.609], [-0.524, -1.353, -1.844], [-0.891, -1.689, -3.213], [-2.356, -2.038, -3.329], [-3.070, -1.667, -4.457], [-4.394, -2.040, -4.605], [-5.259, -1.564, -6.028], [-5.031, -2.788, -3.629], [-4.330, -3.151, -2.496], [-2.997, -2.784, -2.328], [-2.366, -3.162, -1.198], [-1.094, -0.082, -1.421], [-0.913, 0.091, 0.082], [1.351, 3.131, 0.703], [1.252, 1.406, -0.987], [2.367, 1.170, 0.372], [-0.103, -0.913, 2.364], [0.164, 0.834, 2.449], [2.380, -1.277, 2.307], [1.757, -0.563, 3.801], [1.125, 1.384, 4.518], [1.068, 3.610, 5.495], [2.632, 5.363, 4.742], [4.286, 4.842, 2.978], [4.350, 2.583, 1.982], [2.272, -1.234, 0.034], [0.782, -2.127, 0.382], [1.314, -2.310, -1.973], [1.410, -0.549, -2.160], [-0.302, -2.565, -3.510], [-0.648, -0.874, -3.915], [-2.587, -1.090, -5.231], [-6.062, -3.078, -3.752], [-4.801, -3.730, -1.718], [-1.509, -2.674, -1.163], [-2.161, -0.087, -1.658], [-0.633, 0.756, -1.969], [-1.312, 1.058, 0.387], [-1.483, -0.693, 0.584]]
}

=====

# 4
{
  "formula": "C21H26DyN7O6S2",
  "method": "ωB97M-V/def2-TZVPD",
  "multiplicity": 6,
  "energy_ev": -90663.7265,
  "de_lowest_kj_mol": 0.0,
  "largest_force_ev_per_a": 0.969,
  "total_charge": 2,
  "lumo_ha": [-0.1809, -0.1818],
  "symbols": ["Dy", "C", "C", "N", "C", "C", "N", "C", "O", "O", "C", "O", "O", "H", "H", "H", "H", "H", "S", "C", "N", "C", "C", "N", "H", "H", "H", "H", "H", "H", "N", "C", "N", "C", "C", "C", "C", "C", "C", "S", "H", "H", "H", "H", "H", "H", "O", "C", "O", "C", "N", "C", "C", "C", "H", "H", "H", "H", "H", "H", "H", "H", "H"],
  "coordinates": [[-0.227, -0.281, -0.003], [-0.548, -3.670, 2.556], [0.572, -2.699, 2.541], [0.796, -1.762, 1.621], [1.971, -1.131, 1.996], [2.439, -1.679, 3.155], [1.548, -2.675, 3.462], [3.603, -1.473, 4.075], [4.369, -0.421, 3.851], [3.748, -2.232, 4.991], [2.477, 0.022, 1.209], [3.292, 0.816, 1.693], [1.914, 0.147, 0.064], [-1.471, -3.195, 2.226], [-0.699, -4.070, 3.556], [-0.332, -4.502, 1.885], [1.665, -3.282, 4.264], [4.059, 0.097, 3.074], [-2.801, -1.175, 0.629], [-3.882, -1.108, -0.697], [-5.192, -1.239, -0.551], [-5.911, -1.124, -1.819], [-4.757, -1.035, -2.843], [-3.577, -0.937, -1.981], [-5.613, -1.352, 0.356], [-6.532, -0.228, -1.821], [-6.540, -1.997, -1.983], [-4.840, -0.156, -3.479], [-4.696, -1.926, -3.468], [-2.625, -0.921, -2.307], [-1.446, 1.481, -3.187], [-0.617, 0.435, -3.383], [-0.279, -0.403, -2.417], [0.588, -1.390, -2.921], [1.167, -2.409, -2.173], [2.020, -3.298, -2.802], [2.287, -3.183, -4.167], [1.712, -2.179, -4.925], [0.866, -1.285, -4.285], [0.022, 0.089, -4.953], [-1.465, 1.879, -2.257], [-1.558, 2.144, -3.938], [0.973, -2.539, -1.105], [2.481, -4.092, -2.234], [2.954, -3.888, -4.643], [1.924, -2.096, -5.981], [-0.504, 2.009, -0.382], [0.034, 2.216, 0.741], [-0.113, 1.382, 1.673], [1.008, 3.372, 0.896], [1.760, 3.181, 2.185], [1.901, 4.537, 2.820], [0.586, 5.192, 2.446], [0.393, 4.781, 0.985], [1.727, 3.276, 0.081], [2.641, 2.672, 2.023], [1.194, 2.557, 2.771], [2.754, 5.023, 2.349], [2.092, 4.412, 3.883], [0.620, 6.270, 2.577], [-0.218, 4.807, 3.076], [0.939, 5.452, 0.325], [-0.648, 4.783, 0.673]]
}